{
  "formula": "C2H9NOSi",
  "method": "wB97M-V/def2-TZVPD",
  "symbols": ["Si", "O", "N", "C", "C", "H", "H", "H", "H", "H", "H", "H", "H", "H"],
  "xyz": [[2.067, 0.348, -0.056], [0.356, 0.090, -0.316], [-0.281, -1.011, -0.850], [-2.134, 1.350, 0.777], [0.361, -2.118, -0.899], [-1.686, 1.160, 1.702], [-2.486, 0.421, 0.393], [-2.772, 2.193, 0.795], [-0.295, -2.903, -1.272], [2.760, 0.591, -1.358], [1.570, 1.370, 0.888], [-1.268, 1.682, 0.170], [2.507, -0.814, 0.561], [1.302, -2.360, -0.533]],
  "atomic_forces_ev_per_a": [[-3.347, 0.900, -0.911], [1.164, -0.372, -0.412], [0.828, -0.479, -0.077], [1.899, 0.663, -1.422], [-3.082, 0.743, -0.613], [0.334, -0.169, 1.765], [-0.665, -0.339, -0.486], [-1.217, 0.393, 0.211], [0.422, -0.138, -0.055], [-0.019, 0.190, 0.491], [1.259, 0.505, -0.013], [-0.570, -0.396, 0.007], [1.183, -1.437, 0.948], [1.810, -0.064, 0.569]],
  "mulliken_charge": [0.423, -0.111, -0.249, -1.024, -0.275, 0.286, 0.231, 0.338, 0.242, -0.061, -0.070, 0.172, -0.156, 0.254],
  "e_above_lowest_ev": 4.934,
  "orbital_gap_ev": 10.52,
  "smiles": "C=NO[SiH3].C",
  "molar_mass_g_mol": 91.2,
  "charge": 0,
  "spin_multiplicity": 1
}